Computed, not measured: a molecular structure, C4H3AgFO5 in a non-equilibrium geometry, with ωB97M-V/def2-TZVPD.

Results
orbital gap (spin up / spin down)	9.453 / 6.180	eV
energy	-21146.95815	eV
highest occupied orbital energy (spin up / spin down)	-9.87 / -9.85	eV
lowest unoccupied orbital energy (spin up / spin down)	-0.4 / -3.7	eV
net charge	0
ΔE to the lowest compared entry with this formula, charge and spin	0.351	eV
multiplicity	2

```
14
C4H3AgFO5, DFT ωB97M-V/def2-TZVPD
C -1.505 -0.708 -0.114
C -0.717 -1.794 0.615
F -2.727 -0.556 0.491
H -1.654 -0.892 -1.185
H -0.506 -1.453 1.639
H -1.353 -2.685 0.668
O 0.467 -2.174 -0.054
C 1.608 -1.375 -0.022
O 2.596 -1.927 -0.466
O 0.189 2.327 0.396
Ag 1.455 0.746 0.518
O -0.718 1.949 -1.607
O -0.785 0.455 0.038
C -0.618 1.774 -0.409
```

Löwdin atomic charge list, values in e, 2 entries:
1. C -0.3426
2. C -0.1079